# 1
This record from the Open Molecules 2025 dataset describes 5 unconnected molecules or ions with the total composition C9H22BF5O10S. The level of theory is the ωB97M-V functional and the def2-TZVPD basis.

HOMO-LUMO gap = 10.65 eV
E_tot = -2030.91162 Ha
structure (SMILES) = CCB(O)OC(=O)OS(=O)(=O)C(F)(F)C(F)(F)F.CO.CO.CO.CO

Element x y z (Å)
C  4.294  -0.614  -0.749
C  3.273  -0.045  0.284
B  1.940  0.357  -0.407
O  1.496  1.621  -0.672
O  1.127  -0.719  -0.861
C  -0.075  -0.526  -1.373
O  -0.464  -0.574  -2.485
O  -0.952  -0.191  -0.270
S  -2.284  -0.970  0.038
O  -2.251  -2.254  -0.561
O  -2.526  -0.742  1.424
C  -3.518  0.104  -0.822
F  -3.447  1.294  -0.236
F  -3.193  0.249  -2.096
C  -4.987  -0.447  -0.703
F  -5.007  -1.641  -0.124
F  -5.519  -0.556  -1.915
F  -5.727  0.387  0.015
H  4.015  -0.381  -1.781
H  5.291  -0.212  -0.559
H  4.344  -1.698  -0.642
H  3.680  0.833  0.792
H  3.040  -0.822  1.022
H  0.791  1.971  -0.099
C  0.664  -0.385  3.669
O  0.366  -1.319  2.646
H  1.604  -0.697  4.122
H  0.792  0.629  3.275
H  -0.106  -0.366  4.445
H  -0.465  -1.052  2.237
C  -4.775  2.661  -4.540
O  -4.301  1.420  -5.038
H  -4.947  3.315  -5.392
H  -5.716  2.546  -3.993
H  -4.040  3.139  -3.885
H  -4.151  0.848  -4.280
C  -0.665  3.128  2.418
O  -0.419  2.654  1.097
H  0.126  2.728  3.047
H  -0.634  4.218  2.464
H  -1.627  2.775  2.793
H  -1.107  2.990  0.514
C  6.358  -3.985  1.294
O  5.247  -3.403  0.626
H  7.235  -3.412  1.001
H  6.254  -3.932  2.381
H  6.509  -5.028  1.003
H  4.458  -3.895  0.873

Forces on the atoms, in the same order (eV/Å):
-0.172 -0.053 0.194
0.007 -0.022 -0.325
-0.169 0.212 0.123
0.081 -0.231 0.184
-0.437 -0.117 -0.418
0.220 0.114 -0.052
0.190 -0.152 0.525
0.095 0.093 -0.180
0.005 -0.078 0.091
-0.057 0.123 -0.003
0.036 -0.195 -0.129
-0.136 -0.322 0.289
0.044 0.594 0.255
0.196 -0.111 -0.544
-0.018 -0.041 -0.067
0.008 -0.096 0.078
-0.045 0.023 -0.073
-0.045 0.059 0.052
0.119 0.030 0.091
-0.083 -0.087 -0.080
0.093 0.178 -0.175
-0.013 -0.141 0.039
0.130 0.194 0.051
0.040 0.133 0.111
0.046 -0.045 -0.021
0.016 0.128 -0.063
-0.001 0.016 0.012
0.021 -0.046 -0.008
-0.014 0.000 0.005
-0.053 -0.059 0.091
0.048 -0.017 0.036
-0.060 0.063 0.118
-0.008 -0.032 -0.028
-0.016 0.027 -0.011
-0.013 0.021 0.005
0.053 -0.089 -0.106
0.086 -0.001 0.045
-0.153 0.030 -0.227
-0.027 0.044 0.005
0.011 0.003 -0.014
0.003 -0.032 -0.012
-0.032 -0.022 0.063
-0.004 0.029 -0.023
-0.023 -0.172 0.128
0.013 -0.011 0.011
0.004 0.016 0.003
0.007 0.001 -0.017
0.006 0.039 -0.031

Quick look at the Löwdin charges, all values in e: number 1, C, carries -0.084; number 2, C, carries -0.107; number 3, B, carries -0.566; number 4, O, carries 0.184; number 5, O, carries 0.234; number 6, C, carries -0.490; number 7, O, carries 0.233; number 8, O, carries -0.103; number 9, S, carries 0.702; number 10, O, carries -0.180; number 11, O, carries -0.209; number 12, C, carries -0.460; number 13, F, carries 0.137; number 14, F, carries 0.150; number 15, C, carries -0.566; number 16, F, carries 0.176; number 17, F, carries 0.187; number 18, F, carries 0.191; number 19, H, carries 0.074; number 20, H, carries 0.074; number 21, H, carries 0.047; number 22, H, carries 0.104; number 23, H, carries 0.105; number 24, H, carries 0.072; number 25, C, carries -0.146; number 26, O, carries -0.114; number 27, H, carries 0.081; number 28, H, carries 0.058; number 29, H, carries 0.082; number 30, H, carries 0.029; number 31, C, carries -0.166; number 32, O, carries -0.117; number 33, H, carries 0.077; number 34, H, carries 0.075; number 35, H, carries 0.073; number 36, H, carries 0.047; number 37, C, carries -0.111; number 38, O, carries -0.130; number 39, H, carries 0.070; number 40, H, carries 0.084; number 41, H, carries 0.088; number 42, H, carries 0.093; number 43, C, carries -0.154; number 44, O, carries -0.133; number 45, H, carries 0.078; number 46, H, carries 0.076; number 47, H, carries 0.075; number 48, H, carries 0.081

# 2
This record from the Open Molecules 2025 dataset describes 3 unconnected molecules or ions with the total composition C9H22BIO5PS2 in a non-equilibrium geometry. The level of theory is the ωB97M-V functional and the def2-TZVPD basis.

HOMO-LUMO gap = 6.02 eV
charge = -1
E_tot = -2192.66725 Ha

Element x y z (Å)
C  1.089  4.776  1.177
P  0.151  3.397  2.028
O  0.345  3.549  3.739
B  1.036  1.752  1.511
I  2.927  1.989  0.369
H  2.127  4.786  1.557
H  0.686  5.776  1.376
H  1.094  4.530  0.113
H  1.267  3.763  3.901
H  1.316  1.181  2.531
H  0.299  1.115  0.815
C  2.431  -2.269  -3.695
C  3.750  -1.783  -3.085
C  3.403  -0.905  -1.876
S  1.829  -1.502  -1.262
O  0.836  -0.474  -1.448
O  2.024  -2.156  0.010
C  1.586  -2.749  -2.521
H  2.589  -3.064  -4.425
H  1.930  -1.440  -4.201
H  4.339  -2.645  -2.760
H  4.351  -1.232  -3.810
H  4.144  -0.984  -1.087
H  3.274  0.137  -2.158
H  0.526  -2.830  -2.755
H  1.958  -3.695  -2.127
C  -2.534  -0.290  2.105
C  -3.905  -0.921  2.371
C  -4.790  -0.628  1.154
S  -3.676  -0.473  -0.244
O  -3.744  0.884  -0.731
O  -3.866  -1.603  -1.128
C  -2.165  -0.688  0.681
H  -1.786  -0.630  2.819
H  -2.605  0.798  2.185
H  -3.793  -2.002  2.490
H  -4.356  -0.536  3.286
H  -5.496  -1.433  0.959
H  -5.324  0.314  1.262
H  -1.377  -0.070  0.252
H  -1.890  -1.742  0.624

Forces on the atoms, in the same order (eV/Å):
0.470 -0.076 1.368
-1.433 0.128 -0.029
0.428 0.513 -1.237
-0.346 -0.051 0.630
0.916 0.042 -0.384
-0.125 -0.043 -0.436
-0.258 -0.278 -0.198
0.012 0.104 0.129
0.347 -0.142 0.348
0.006 -0.145 0.076
0.006 0.006 -0.126
0.039 0.039 -0.043
0.000 -0.073 0.015
0.436 -0.084 -0.424
0.015 0.284 0.360
-0.007 -0.387 0.064
-0.249 0.080 -0.149
0.003 -0.213 -0.398
-0.020 0.016 0.000
-0.027 -0.026 0.025
-0.031 0.001 -0.014
0.000 0.002 0.029
-0.151 0.134 0.129
-0.112 0.009 0.150
-0.027 0.067 0.159
-0.013 0.031 0.051
-0.155 0.089 -0.005
0.062 -0.051 0.084
-0.270 -0.108 0.437
0.425 -0.074 0.103
-0.185 -0.252 -0.184
-0.127 0.229 -0.144
0.234 0.100 0.222
0.044 0.048 -0.054
0.121 -0.010 -0.041
-0.002 0.016 -0.024
-0.015 -0.011 -0.023
-0.006 0.072 -0.162
0.071 0.030 -0.108
-0.044 -0.028 -0.112
-0.032 0.011 -0.084

Quick look at the Löwdin charges, all values in e: number 1, C, carries -0.402; number 2, P, carries 0.725; number 3, O, carries -0.416; number 4, B, carries -1.150; number 5, I, carries 0.604; number 6, H, carries -0.002; number 7, H, carries 0.010; number 8, H, carries 0.004; number 9, H, carries 0.008; number 10, H, carries -0.047; number 11, H, carries -0.079; number 12, C, carries -0.231; number 13, C, carries -0.222; number 14, C, carries -0.269; number 15, S, carries 0.623; number 16, O, carries -0.330; number 17, O, carries -0.328; number 18, C, carries -0.239; number 19, H, carries 0.108; number 20, H, carries 0.118; number 21, H, carries 0.111; number 22, H, carries 0.109; number 23, H, carries 0.092; number 24, H, carries 0.059; number 25, H, carries 0.106; number 26, H, carries 0.102; number 27, C, carries -0.212; number 28, C, carries -0.225; number 29, C, carries -0.234; number 30, S, carries 0.662; number 31, O, carries -0.320; number 32, O, carries -0.349; number 33, C, carries -0.226; number 34, H, carries 0.121; number 35, H, carries 0.119; number 36, H, carries 0.111; number 37, H, carries 0.108; number 38, H, carries 0.094; number 39, H, carries 0.100; number 40, H, carries 0.076; number 41, H, carries 0.110

# 3
This record from the Open Molecules 2025 dataset describes 3 unconnected molecules or ions with the total composition C9H22Cl6NOS in a non-equilibrium geometry. The level of theory is the ωB97M-V functional and the def2-TZVPD basis.

HOMO-LUMO gap = 9.41 eV
charge = +1
E_tot = -3645.12837 Ha

Element x y z (Å)
N  4.132  0.597  -0.189
C  3.637  1.942  0.063
C  2.092  2.205  -0.110
O  1.512  2.496  1.182
C  1.276  1.022  -0.689
S  -0.524  1.080  -0.259
H  4.086  -0.024  0.608
H  3.801  0.174  -1.046
H  4.199  2.639  -0.599
H  3.895  2.225  1.104
H  1.966  3.098  -0.758
H  1.995  3.283  1.483
H  1.367  1.015  -1.791
H  1.641  0.060  -0.284
H  -0.939  2.343  0.034
H  -0.631  0.298  0.867
Cl  -2.554  -2.247  0.694
C  -2.260  -3.508  -0.536
C  -1.130  -3.141  -1.465
Cl  -1.557  -1.775  -2.532
H  -3.188  -3.673  -1.080
H  -2.014  -4.423  0.003
H  -0.891  -3.984  -2.112
H  -0.232  -2.871  -0.911
Cl  -2.864  -5.159  3.177
C  -2.401  -3.728  4.132
C  -1.277  -4.026  5.095
Cl  -1.788  -5.109  6.411
H  -3.288  -3.369  4.652
H  -2.088  -2.963  3.423
H  -0.936  -3.101  5.561
H  -0.429  -4.487  4.590
Cl  -1.545  2.919  -4.997
C  -1.102  4.384  -4.092
C  0.035  4.130  -3.133
Cl  -0.460  3.065  -1.775
H  -1.989  4.746  -3.575
H  -0.802  5.134  -4.823
H  0.370  5.068  -2.692
H  0.885  3.665  -3.631

Forces on the atoms, in the same order (eV/Å):
-0.106 0.301 0.327
0.177 -0.132 -0.503
-0.044 0.338 0.642
0.406 0.315 -0.634
0.833 0.340 0.537
-0.163 -2.377 -0.196
-0.118 0.006 -0.270
0.206 -0.032 0.182
-0.469 -0.339 0.321
-0.149 -0.214 -0.593
-0.005 -0.594 0.286
-0.391 -0.307 0.252
-0.486 -0.161 0.596
-0.348 0.414 -0.064
0.529 -0.680 1.268
0.289 0.911 -0.142
0.023 0.153 -0.007
0.050 -0.285 -0.076
0.050 -0.140 0.016
0.081 0.120 0.029
0.015 0.142 0.039
0.035 0.080 0.045
-0.086 0.009 0.025
-0.063 0.023 -0.004
-0.001 -0.004 -0.046
0.040 0.174 0.035
0.057 0.065 0.021
0.014 -0.016 -0.034
0.024 -0.123 0.020
0.046 -0.063 0.010
-0.080 0.002 -0.023
-0.090 -0.052 0.003
0.013 -0.022 0.086
-0.149 -0.045 -0.033
0.233 0.508 -0.413
-0.310 1.970 -1.964
0.043 -0.051 0.005
0.106 -0.024 0.075
-0.099 -0.062 0.105
-0.110 -0.147 0.075

Quick look at the Löwdin charges, all values in e: number 1, N, carries 0.002; number 2, C, carries -0.203; number 3, C, carries -0.415; number 4, O, carries -0.092; number 5, C, carries -0.374; number 6, S, carries 0.885; number 7, H, carries 0.081; number 8, H, carries 0.071; number 9, H, carries 0.122; number 10, H, carries 0.129; number 11, H, carries 0.110; number 12, H, carries 0.110; number 13, H, carries 0.100; number 14, H, carries 0.096; number 15, H, carries -0.064; number 16, H, carries 0.003; number 17, Cl, carries 0.550; number 18, C, carries -0.631; number 19, C, carries -0.653; number 20, Cl, carries 0.540; number 21, H, carries 0.079; number 22, H, carries 0.069; number 23, H, carries 0.080; number 24, H, carries 0.062; number 25, Cl, carries 0.540; number 26, C, carries -0.677; number 27, C, carries -0.673; number 28, Cl, carries 0.552; number 29, H, carries 0.072; number 30, H, carries 0.021; number 31, H, carries 0.071; number 32, H, carries 0.067; number 33, Cl, carries 0.575; number 34, C, carries -0.648; number 35, C, carries -0.545; number 36, Cl, carries 0.653; number 37, H, carries 0.076; number 38, H, carries 0.084; number 39, H, carries 0.089; number 40, H, carries 0.084

# 4
This record from the Open Molecules 2025 dataset describes a molecular structure, C9H22ClN4NiO4S in a non-equilibrium geometry. The level of theory is the ωB97M-V functional and the def2-TZVPD basis.

HOMO-LUMO gap (spin up / spin down) = 8.30 / 5.43 eV
charge = +1
2S+1 = 3
E_tot = -3242.31172 Ha

Element x y z (Å)
Ni  -1.698  0.650  -0.102
O  -1.687  4.144  -1.286
Cl  -1.368  3.229  -0.289
O  -0.749  3.803  0.824
O  -0.495  2.181  -0.835
O  -2.563  2.500  0.123
C  -3.767  -0.488  -1.450
N  -3.316  -0.641  -0.059
C  -4.343  -0.180  0.879
C  -2.864  -2.012  0.225
C  -1.458  -2.237  -0.344
N  -0.580  -1.098  -0.031
C  0.587  -1.085  -0.915
C  -0.152  -1.119  1.377
H  -4.578  -1.191  -1.675
H  -2.940  -0.680  -2.139
H  -4.122  0.533  -1.603
H  -5.268  -0.759  0.778
H  -4.553  0.876  0.700
H  -3.982  -0.278  1.903
H  -3.550  -2.762  -0.193
H  -2.840  -2.143  1.308
H  -1.506  -2.335  -1.430
H  -1.043  -3.166  0.063
H  1.155  -2.020  -0.832
H  1.218  -0.242  -0.640
H  0.267  -0.948  -1.949
H  0.265  -2.098  1.641
H  -0.994  -0.901  2.041
H  0.613  -0.357  1.532
S  1.940  1.931  0.768
C  3.485  1.359  0.442
N  4.463  1.242  1.342
C  5.678  0.686  0.777
C  5.304  0.494  -0.707
N  3.904  0.888  -0.741
H  4.377  1.498  2.310
H  5.919  -0.258  1.273
H  6.517  1.373  0.912
H  5.414  -0.548  -1.021
H  5.903  1.121  -1.373
H  3.405  1.037  -1.601

Forces on the atoms, in the same order (eV/Å):
0.293 -0.288 -0.088
-0.415 0.686 -0.833
1.297 1.840 -0.236
0.195 0.297 0.808
-0.237 -1.648 -0.366
-1.477 -1.733 0.567
-0.236 -0.075 -0.246
0.442 0.543 0.032
-0.384 0.105 0.233
0.443 -0.218 0.054
-0.482 0.042 -0.045
-0.342 0.485 -0.071
0.419 0.012 -0.312
0.180 -0.080 0.340
0.055 0.109 -0.012
-0.056 -0.031 -0.012
-0.001 -0.082 -0.010
0.082 0.042 -0.027
-0.036 -0.125 -0.051
0.024 -0.051 -0.024
0.015 0.192 0.108
-0.094 0.024 -0.035
0.055 -0.014 0.039
0.007 0.071 -0.094
-0.080 0.074 0.020
0.067 0.029 0.051
-0.035 -0.100 0.025
-0.078 0.071 -0.003
-0.004 -0.109 0.008
-0.013 0.053 -0.034
0.377 -0.009 0.033
-1.184 0.166 0.609
0.430 -0.057 -0.182
0.344 -0.083 0.157
0.297 -0.201 -0.257
0.397 -0.182 -0.186
-0.288 0.083 -0.144
0.078 0.037 -0.147
-0.022 -0.105 -0.073
0.074 0.145 0.032
-0.009 -0.064 0.116
-0.098 0.149 0.257

Quick look at the Löwdin charges, all values in e: number 1, Ni, carries 0.849; number 2, O, carries -0.219; number 3, Cl, carries 0.669; number 4, O, carries -0.260; number 5, O, carries -0.435; number 6, O, carries -0.358; number 7, C, carries -0.047; number 8, N, carries -0.343; number 9, C, carries -0.050; number 10, C, carries -0.152; number 11, C, carries -0.160; number 12, N, carries -0.334; number 13, C, carries -0.068; number 14, C, carries -0.056; number 15, H, carries 0.114; number 16, H, carries 0.096; number 17, H, carries 0.106; number 18, H, carries 0.111; number 19, H, carries 0.093; number 20, H, carries 0.100; number 21, H, carries 0.143; number 22, H, carries 0.123; number 23, H, carries 0.123; number 24, H, carries 0.140; number 25, H, carries 0.111; number 26, H, carries 0.026; number 27, H, carries 0.102; number 28, H, carries 0.113; number 29, H, carries 0.095; number 30, H, carries 0.042; number 31, S, carries 0.667; number 32, C, carries -0.876; number 33, N, carries 0.018; number 34, C, carries -0.128; number 35, C, carries -0.128; number 36, N, carries 0.012; number 37, H, carries 0.143; number 38, H, carries 0.118; number 39, H, carries 0.121; number 40, H, carries 0.116; number 41, H, carries 0.121; number 42, H, carries 0.141